1.
{"formula": "C32H44N6O3PS2SbSe4Tc", "method": "ωB97M-V/def2-TZVPD", "e_lumo_ev": -9.477, "relative_energy_kcal_mol": 21.0, "total_charge": 3, "elements": ["Tc", "C", "C", "C", "C", "C", "C", "H", "H", "H", "H", "H", "H", "H", "H", "H", "C", "N", "C", "N", "C", "N", "C", "P", "C", "C", "H", "H", "H", "H", "H", "H", "H", "H", "H", "H", "H", "H", "H", "O", "S", "C", "C", "C", "C", "C", "C", "C", "C", "C", "C", "C", "C", "H", "H", "H", "H", "H", "H", "H", "H", "H", "H", "O", "C", "C", "C", "C", "O", "N", "H", "H", "H", "H", "S", "C", "N", "C", "C", "C", "N", "H", "H", "H", "H", "H", "H", "H", "H", "Se", "Sb", "Se", "Se", "Se"], "coordinates": [[0.91, 1.75, 0.41], [-0.07, 5.11, 2.43], [0.33, 4.19, 3.61], [0.88, 5.02, 4.76], [-0.90, 3.37, 4.08], [1.30, 3.16, 3.13], [1.08, 2.49, 1.89], [-0.83, 5.80, 2.78], [-0.48, 4.54, 1.60], [0.79, 5.69, 2.08], [0.13, 5.75, 5.06], [1.77, 5.58, 4.46], [1.12, 4.41, 5.63], [-1.68, 4.08, 4.34], [-0.65, 2.76, 4.95], [-1.27, 2.71, 3.29], [1.21, -5.00, -4.04], [2.51, -4.99, -3.21], [2.27, -5.83, -1.95], [1.14, -5.35, -1.23], [-0.05, -5.36, -2.08], [0.12, -4.53, -3.27], [0.21, -3.11, -2.95], [1.65, -2.67, -1.86], [2.92, -3.59, -2.87], [1.37, -4.03, -0.62], [1.06, -6.03, -4.35], [1.39, -4.37, -4.91], [3.25, -5.43, -3.76], [3.18, -5.78, -1.36], [2.10, -6.85, -2.29], [-0.90, -4.98, -1.50], [-0.26, -6.38, -2.38], [-0.72, -2.81, -2.44], [0.26, -2.53, -3.87], [3.86, -3.66, -2.31], [3.12, -3.06, -3.80], [0.50, -3.78, -0.02], [2.23, -4.09, 0.06], [-0.87, 2.67, -0.39], [-1.22, 2.12, -1.80], [-1.62, 3.55, -2.76], [-2.29, 4.62, -2.20], [-2.58, 5.71, -3.01], [-2.21, 5.70, -4.35], [-1.53, 4.62, -4.89], [-1.21, 3.53, -4.09], [-2.81, 1.35, -1.57], [-3.44, 1.37, -0.34], [-4.68, 0.76, -0.22], [-5.26, 0.13, -1.31], [-4.61, 0.11, -2.54], [-3.37, 0.72, -2.68], [-2.59, 4.61, -1.16], [-3.10, 6.56, -2.60], [-2.45, 6.55, -4.97], [-1.23, 4.63, -5.93], [-0.66, 2.69, -4.48], [-2.98, 1.88, 0.50], [-5.20, 0.78, 0.73], [-6.24, -0.33, -1.22], [-5.07, -0.36, -3.40], [-2.87, 0.73, -3.64], [1.82, 1.16, -2.00], [2.88, 1.48, -1.46], [4.25, 1.75, -2.02], [5.07, 2.15, -0.79], [4.10, 2.04, 0.38], [4.32, 2.21, 1.55], [2.87, 1.69, -0.12], [4.18, 2.53, -2.78], [4.61, 0.85, -2.52], [5.43, 3.18, -0.84], [5.93, 1.52, -0.59], [-1.34, -1.18, 1.17], [-1.35, -2.33, 2.49], [-0.27, -2.92, 2.94], [-0.27, -3.88, 4.05], [-1.47, -3.61, 4.94], [-2.73, -3.58, 4.09], [-2.54, -2.63, 3.00], [0.62, -2.65, 2.55], [0.66, -3.76, 4.59], [-0.30, -4.89, 3.64], [-1.35, -2.65, 5.44], [-1.55, -4.38, 5.71], [-3.59, -3.26, 4.67], [-2.96, -4.57, 3.67], [-3.34, -2.15, 2.61], [1.02, -0.37, 5.12], [2.65, 0.18, 3.51], [0.83, -0.44, 1.11], [4.33, -1.14, 2.63], [2.76, 2.73, 4.07]], "lowdin_charge": [1.118, -0.018, -0.629, -0.072, -0.005, -0.618, -0.397, 0.105, 0.068, 0.105, 0.108, 0.098, 0.078, 0.109, 0.087, 0.087, -0.100, -0.073, -0.102, -0.145, -0.147, -0.146, -0.311, 1.030, -0.267, -0.332, 0.152, 0.149, 0.187, 0.148, 0.152, 0.139, 0.146, 0.093, 0.099, 0.102, 0.104, 0.070, 0.096, -0.629, 1.059, -0.397, -0.054, -0.040, -0.034, -0.045, -0.076, -0.387, -0.098, -0.062, -0.049, -0.048, -0.071, 0.119, 0.121, 0.123, 0.120, 0.114, 0.103, 0.115, 0.119, 0.120, 0.118, -0.048, -0.509, -0.050, -0.043, -0.485, -0.041, -0.043, 0.137, 0.131, 0.139, 0.136, 0.581, -0.712, 0.028, -0.140, -0.143, -0.122, 0.045, 0.068, 0.124, 0.136, 0.107, 0.136, 0.139, 0.137, 0.143, 0.112, 0.185, 0.220, 0.137, 0.988]}

=====

2.
{"formula": "C36H41FMnN5OS", "method": "ωB97M-V/def2-TZVPD", "e_lumo_ev": [-6.895, -7.043], "relative_energy_kcal_mol": 0.5, "s_squared": 6.039, "total_charge": 2, "multiplicity": 5, "elements": ["Mn", "C", "C", "C", "C", "C", "C", "N", "N", "C", "C", "C", "C", "C", "N", "H", "H", "H", "H", "H", "H", "H", "H", "H", "C", "C", "C", "C", "C", "C", "C", "N", "C", "C", "C", "C", "C", "C", "C", "N", "C", "C", "C", "C", "H", "H", "H", "H", "H", "H", "H", "H", "H", "H", "H", "H", "H", "H", "H", "H", "H", "H", "H", "H", "H", "H", "H", "H", "C", "S", "O", "C", "C", "C", "C", "C", "C", "H", "H", "H", "H", "H", "H", "H", "H", "F"], "coordinates": [[-1.53, -1.70, 0.02], [-0.18, 3.92, 0.41], [-0.24, 2.99, -0.62], [-0.85, 1.76, -0.40], [-1.41, 1.49, 0.85], [-1.35, 2.42, 1.88], [-0.73, 3.64, 1.66], [-2.04, 0.23, 1.02], [-2.88, 0.17, 1.93], [-3.46, -1.11, 2.10], [-4.45, -1.28, 3.04], [-5.01, -2.55, 3.19], [-4.56, -3.58, 2.39], [-3.55, -3.34, 1.47], [-3.01, -2.12, 1.33], [0.30, 4.88, 0.24], [0.17, 3.22, -1.59], [-0.93, 1.04, -1.20], [-1.78, 2.18, 2.84], [-0.67, 4.36, 2.45], [-4.76, -0.43, 3.63], [-5.79, -2.71, 3.91], [-4.97, -4.58, 2.47], [-3.14, -4.10, 0.82], [3.83, 1.08, 3.66], [3.54, -0.41, 3.91], [4.74, -1.26, 3.48], [3.30, -0.61, 5.41], [2.33, -0.81, 3.09], [1.15, -1.30, 3.64], [0.09, -1.62, 2.82], [0.13, -1.50, 1.49], [1.27, -1.05, 0.93], [2.37, -0.70, 1.69], [1.25, -1.01, -0.55], [2.37, -0.75, -1.32], [2.31, -0.78, -2.71], [1.07, -1.09, -3.27], [-0.01, -1.34, -2.46], [0.07, -1.27, -1.13], [3.51, -0.51, -3.60], [3.79, -1.77, -4.43], [4.76, -0.17, -2.78], [3.18, 0.67, -4.52], [4.70, 1.38, 4.25], [2.99, 1.70, 3.95], [4.06, 1.28, 2.61], [5.61, -0.98, 4.07], [4.99, -1.11, 2.43], [4.55, -2.32, 3.64], [4.19, -0.31, 5.96], [3.11, -1.66, 5.65], [2.47, -0.01, 5.78], [1.04, -1.43, 4.71], [-0.84, -1.99, 3.24], [3.26, -0.33, 1.21], [3.31, -0.54, -0.83], [0.95, -1.16, -4.34], [-0.99, -1.59, -2.87], [4.01, -2.63, -3.79], [4.65, -1.59, -5.07], [2.95, -2.03, -5.07], [5.06, -1.00, -2.14], [4.62, 0.73, -2.18], [5.59, 0.02, -3.47], [2.33, 0.46, -5.17], [4.04, 0.87, -5.17], [2.97, 1.57, -3.95], [-5.11, -0.83, -2.82], [-4.21, -0.23, -1.40], [-2.89, -1.00, -1.46], [-3.85, 1.43, -1.91], [-3.09, 1.68, -3.05], [-2.79, 2.99, -3.37], [-3.22, 4.03, -2.55], [-3.97, 3.76, -1.41], [-4.28, 2.45, -1.08], [-4.48, -0.72, -3.71], [-6.02, -0.24, -2.92], [-5.35, -1.87, -2.64], [-2.74, 0.87, -3.68], [-2.21, 3.21, -4.26], [-2.99, 5.05, -2.81], [-4.30, 4.57, -0.78], [-4.85, 2.23, -0.19], [-1.55, -3.36, -0.60]], "mulliken_spin": [3.951, 0.000, 0.000, 0.027, -0.010, -0.002, 0.001, -0.061, -0.003, 0.017, -0.002, 0.010, -0.006, 0.032, -0.080, 0.000, 0.000, 0.009, 0.000, 0.000, 0.000, 0.000, 0.000, -0.008, 0.001, 0.001, 0.000, 0.000, -0.001, 0.001, 0.008, 0.075, -0.001, -0.003, 0.004, -0.014, 0.000, -0.007, 0.011, -0.060, 0.002, 0.002, 0.001, 0.001, 0.000, 0.000, 0.000, 0.000, 0.000, 0.000, 0.000, 0.000, 0.000, 0.000, -0.003, -0.001, -0.001, 0.000, -0.001, 0.000, 0.000, 0.000, 0.000, 0.000, 0.000, 0.000, 0.000, 0.000, 0.005, 0.012, 0.040, 0.003, -0.001, 0.000, 0.000, 0.000, 0.000, -0.001, 0.002, 0.000, -0.001, 0.000, 0.000, 0.000, 0.000, 0.051]}

=====

3.
{"formula": "C18H20N2O2S", "method": "ωB97M-V/def2-TZVPD", "e_lumo_ev": -0.120, "relative_energy_kcal_mol": 10.5, "smiles": "COc1cc(C)c(NC(=O)C(=S)NCc2ccccc2)cc1C", "elements": ["C", "O", "C", "C", "C", "C", "C", "N", "C", "O", "C", "S", "N", "C", "C", "C", "C", "C", "C", "C", "C", "C", "C", "H", "H", "H", "H", "H", "H", "H", "H", "H", "H", "H", "H", "H", "H", "H", "H", "H", "H", "H", "H"], "coordinates": [[-2.79, 4.69, -1.72], [-2.96, 3.46, -1.08], [-1.96, 2.54, -1.14], [-0.74, 2.74, -1.78], [0.24, 1.76, -1.80], [1.54, 2.02, -2.50], [-0.01, 0.55, -1.16], [0.98, -0.44, -1.16], [0.88, -1.75, -0.87], [-0.14, -2.36, -0.59], [2.22, -2.44, -0.95], [3.38, -1.89, -1.99], [2.43, -3.52, -0.21], [1.59, -3.99, 0.88], [1.29, -2.88, 1.86], [0.00, -2.73, 2.37], [-0.29, -1.70, 3.25], [0.70, -0.81, 3.62], [1.99, -0.95, 3.12], [2.28, -1.99, 2.25], [-1.23, 0.34, -0.51], [-2.20, 1.32, -0.49], [-3.51, 1.10, 0.21], [-3.71, 5.24, -1.56], [-1.95, 5.25, -1.30], [-2.64, 4.56, -2.80], [-0.54, 3.68, -2.28], [2.38, 2.00, -1.80], [1.73, 1.26, -3.27], [1.53, 2.99, -2.99], [1.90, -0.15, -1.51], [3.33, -3.97, -0.34], [0.65, -4.37, 0.47], [2.12, -4.80, 1.38], [-0.77, -3.42, 2.07], [-1.29, -1.59, 3.63], [0.47, 0.01, 4.29], [2.76, -0.26, 3.41], [3.28, -2.09, 1.86], [-1.41, -0.60, -0.02], [-3.56, 0.11, 0.64], [-3.65, 1.85, 0.99], [-4.33, 1.22, -0.50]], "nbo_charge": [-0.249, -0.500, 0.277, -0.284, -0.025, -0.641, 0.117, -0.592, 0.602, -0.608, 0.059, -0.170, -0.540, -0.264, 0.053, -0.223, -0.204, -0.212, -0.202, -0.252, -0.230, 0.032, -0.640, 0.199, 0.174, 0.175, 0.212, 0.217, 0.226, 0.223, 0.434, 0.416, 0.233, 0.216, 0.217, 0.214, 0.214, 0.214, 0.214, 0.241, 0.212, 0.220, 0.222]}

=====

no.,energy (eV)
1,-350037.222
2,-92358.059
3,-36901.656